The following is a DFT calculation (ωB97M-V/def2-TZVPD) of a gas-phase ion, C7H10 (charge +1).

- calculated total energy (a.u.) = -272.2674
- <S²> = 0.79
- total charge = +1
- spin multiplicity = 2
- energy relative to the best compared isomer or geometry (same formula, charge and spin) (kcal/mol) = 62.9

Each atom is followed by the atoms it is bonded to, with distances in Å.
Element x y z (Å)
1 C 0.46189 1.23095 -0.67846  C2 1.405, C4 1.521, H8 1.028
2 C 1.36168 2.05998 -1.36997  C1 1.405, H9 1.095, H10 1.086
3 C 1.44146 -1.10271 -1.40264  C4 1.348, H11 1.123, H12 1.112
4 C 0.69451 -0.27144 -0.64827  C1 1.521, C3 1.348, C5 1.449
5 C -0.34960 -0.89937 0.13682  C4 1.449, C6 1.365, H13 1.145
6 C -0.54695 -0.49928 1.42643  C5 1.365, C7 1.520, H14 1.093
7 C -1.90809 -0.54350 2.10072  C6 1.520, H15 1.116, H16 1.060, H17 1.124
8 H -0.53556 1.38377 -0.48357  C1 1.028
9 H 1.28070 3.13552 -1.55701  C2 1.095
10 H 2.18075 1.65953 -1.96013  C2 1.086
11 H 1.79157 -2.15199 -1.21001  C3 1.123
12 H 1.74249 -0.54360 -2.31525  C3 1.112
13 H -1.16331 -1.54838 -0.34073  C5 1.145
14 H 0.33267 -0.18579 1.99356  C6 1.093
15 H -2.49057 -0.24884 1.19585  C7 1.116
16 H -2.21723 0.16444 2.82617  C7 1.060
17 H -2.07643 -1.63929 2.28646  C7 1.124

Atomic partial charges in e from the Mulliken method, atoms 1 to 6:
1. C -0.21
2. C -0.65
3. C -0.56
4. C 0.63
5. C -0.36
6. C -0.03